# 1
C13H13ClO | ωB97M-V/def2-TZVPD

Geometry as XYZ:
```
28
Properties=species:S:1:pos:R:3:lowdin_charge:R:1
Cl 0.25248 -2.06213 2.55087 0.70
O 2.26550 0.18039 -1.50008 -0.04
C -0.34099 -0.49326 2.12394 -0.60
C -1.37126 1.83489 1.23198 -0.03
C -0.60209 1.35285 -1.15146 0.00
C 3.08813 0.10359 -0.31011 0.00
C -0.71351 1.04728 0.24967 -0.19
C 0.42064 -1.03844 -0.30564 -0.26
C -0.71703 -1.82817 -1.01361 -0.14
C -0.25631 0.29848 -2.11991 -0.26
C -0.19142 -0.15651 0.75706 -0.17
C -1.25201 -0.92709 -2.12690 -0.13
C -1.43683 1.48460 2.60287 -0.10
C -0.83909 0.34068 3.09719 -0.13
C 1.03184 -0.27358 -1.42316 -0.15
H 2.76616 1.09115 0.24441 0.15
H 0.03190 0.67318 -3.11370 0.14
H -1.84816 2.07887 3.42874 0.11
H -0.35371 2.34547 -1.44257 0.10
H -0.50311 -2.83690 -1.33120 0.10
H -1.46765 -1.98748 -0.12223 0.15
H -2.27546 -0.42642 -1.89111 0.14
H 4.04425 0.34693 -0.65471 0.06
H -1.29590 -1.61850 -3.14783 0.16
H 3.06035 -0.86594 0.14635 0.09
H -2.00247 2.76839 1.03339 0.13
H 1.12247 -1.69236 0.04746 0.08
H -0.61674 0.26006 4.14027 0.10
```

Values from the calculation:
relative energy (zero: lowest compared OMol25 entry of this formula, charge and spin): 41.99 kcal/mol
spin multiplicity: 1
Kohn-Sham gap (alpha / beta): 7.59 / 6.44 eV

---

# 2
C4H6EuO | ωB97M-V/def2-TZVPD

Geometry as XYZ:
```
12
Properties=species:S:1:pos:R:3:mulliken_spin:R:1
Eu -1.85915 -1.95102 2.19971 7.01
O -0.49248 -0.32191 1.16717 -0.01
C 0.64315 -0.15120 0.14596 0.00
C -0.81554 0.16393 -1.88734 0.00
C 0.18191 0.49480 -1.08865 0.00
C 0.62418 0.52994 1.45789 0.00
H -0.63939 -0.12088 -2.92556 0.00
H 1.26932 0.14046 2.24841 0.00
H 1.24972 -1.05525 0.04715 0.00
H 0.36456 1.59070 1.47860 0.00
H -1.79295 -0.13937 -1.50591 0.00
H 1.26667 0.81981 -1.33744 0.00
```

Values from the calculation:
relative energy (zero: lowest compared OMol25 entry of this formula, charge and spin): 42.29 kcal/mol
spin multiplicity: 8
Kohn-Sham gap (alpha / beta): 6.59 / 6.82 eV
⟨S²⟩: 15.759
net charge: +2

---

# 3
C3H9ClNO4P | ωB97M-V/def2-TZVPD

Geometry as XYZ:
```
19
Properties=species:S:1:pos:R:3:lowdin_charge:R:1
Cl 1.34619 1.40373 -2.27961 0.65
P -1.26617 -0.32754 0.18983 0.33
O -2.25622 0.75752 -0.44207 -0.24
O -1.93755 -1.69392 -0.24358 -0.07
O -0.05094 -0.19604 -0.82724 -0.23
O -0.90880 -0.18804 1.59660 -0.22
N -3.52358 0.73935 0.25604 0.04
C 0.87173 0.87101 -0.63822 -0.72
C 2.41382 -1.01007 0.25916 -0.09
C 2.09118 0.48079 0.20293 -0.25
H 0.34579 1.71922 -0.20517 0.10
H 2.92287 -1.34335 -0.64482 0.08
H -3.70864 1.72492 0.41014 0.09
H 2.94645 1.01179 -0.21314 0.09
H 1.93765 0.87001 1.20978 0.11
H 1.52340 -1.61501 0.40477 0.06
H -1.64977 -2.41936 0.31741 0.10
H -4.17148 0.41703 -0.45727 0.09
H 3.07409 -1.20203 1.10445 0.08
```

Values from the calculation:
spin multiplicity: 1
Kohn-Sham gap: 11.39 eV
SMILES string: CC[C@@H](Cl)O[P@](=O)(O)ON

---

# 4
C24H33BrOSn | ωB97M-V/def2-TZVPD

Geometry as XYZ:
```
60
Properties=species:S:1:pos:R:3:lowdin_charge:R:1
Sn -0.89311 -1.96090 0.39817 1.01
Br 1.54379 -1.95240 0.39817 0.94
O -0.88461 -0.00090 0.39817 -0.25
C -2.33661 2.45160 0.39817 -0.07
C -0.82701 -5.67710 -1.89243 -0.08
C -1.69781 -3.91480 -3.27833 -0.08
C 4.25079 3.63990 1.65687 -0.05
C 0.30899 2.07630 0.39817 -0.04
C -0.84141 3.95370 1.66097 -0.06
C 5.39249 1.82480 0.39817 -0.07
C -2.70781 -4.01410 1.63707 -0.14
C 4.15439 2.75040 0.39817 -0.54
C 2.72359 0.61260 0.39817 -0.08
C 2.81889 1.99750 0.39817 -0.18
C -4.59641 -3.83040 0.02137 -0.05
C -2.36991 -3.37910 -2.17733 -0.07
C -0.92971 -5.06640 -3.13753 -0.10
C 1.47049 -0.02770 0.39817 -0.48
C 4.25079 3.63990 -0.86053 -0.05
C -0.84141 3.95370 -0.86463 -0.06
C -2.28711 -3.98000 -0.90753 -0.33
C -1.49931 -5.14050 -0.79133 -0.10
C -3.05501 -1.96090 0.39817 -0.16
C 0.21509 0.64980 0.39817 -0.39
C -3.11891 -3.43970 0.25837 -0.71
C -0.91251 3.05710 0.39817 -0.51
C 1.60119 2.69550 0.39817 0.03
H -1.69861 4.63560 1.71217 0.08
H -4.71501 -4.91790 -0.05523 0.08
H 3.60949 -0.01150 0.39817 0.09
H -4.99371 -3.38940 -0.90123 0.08
H -2.52461 1.84730 -0.49613 0.09
H -3.09881 3.24160 0.39817 0.08
H -1.64821 -3.82600 1.84967 0.01
H 5.21369 4.16250 1.69877 0.08
H -0.84541 3.34450 -1.77643 0.09
H -1.78651 -3.43990 -4.25173 0.10
H -2.52461 1.84730 1.29247 0.09
H -0.41551 -5.49160 -3.99493 0.10
H 3.46929 4.40710 1.68397 0.08
H -2.88331 -5.09390 1.70207 0.08
H -0.84541 3.34450 2.57277 0.09
H 0.05579 4.58030 -0.89123 0.07
H 3.46919 4.40700 -0.88763 0.08
H -0.23371 -6.58130 -1.77593 0.10
H -1.40381 -5.66810 0.15387 0.11
H 5.21369 4.16250 -0.90243 0.08
H 1.64529 3.78090 0.39817 0.10
H 5.41559 1.18200 -0.48953 0.09
H -5.23791 -3.48350 0.84147 0.09
H -3.28441 -3.55270 2.44957 0.09
H -3.41751 -1.13250 1.04457 0.02
H 0.05579 4.58030 1.68757 0.07
H 5.41559 1.18200 1.28587 0.09
H 4.15599 3.04160 2.57087 0.09
H 6.32149 2.40740 0.39817 0.09
H -1.69861 4.63560 -0.91583 0.08
H -0.89311 -3.71170 0.39817 -0.01
H 4.15599 3.04150 -1.77453 0.09
H -2.97971 -2.48960 -2.32333 0.11
```

Values from the calculation:
spin multiplicity: 1
Kohn-Sham gap (alpha / beta): 5.98 / 5.98 eV

---

# 5
C4H8N2O4 | ωB97M-V/def2-TZVPD

Geometry as XYZ:
```
18
Properties=species:S:1:pos:R:3:lowdin_charge:R:1
O 3.21272 0.78794 -0.23578 -0.08
O -0.24057 1.90673 -0.23868 0.07
O 1.89137 -0.72664 1.47688 0.07
O -1.83178 1.26925 1.21810 0.10
N -2.34953 -1.04268 -0.26793 0.05
N 2.00850 0.14995 -0.57045 -0.03
C -1.08171 -0.32740 -0.35010 -0.34
C -1.10353 1.08695 0.26668 -0.56
C 1.34505 -0.59079 0.40210 -0.47
C 0.04564 -1.22021 0.03466 -0.07
H -1.03589 -0.07008 -1.60110 0.21
H -0.22222 -1.81209 0.72706 0.05
H -2.46402 -0.92160 0.70038 0.05
H 0.37423 -2.04101 -0.80104 0.20
H -3.06142 -0.64216 -0.94702 0.12
H -0.17306 2.84199 0.46230 0.29
H 1.46625 0.87314 -1.11106 0.15
H 3.21997 0.47872 0.83504 0.18
```

Values from the calculation:
relative energy (zero: lowest compared OMol25 entry of this formula, charge and spin): 103.97 kcal/mol
spin multiplicity: 1
Kohn-Sham gap: 9.45 eV
SMILES string: N[C@H](CC(=O)NO)C(=O)O

---

# 6
C9H14O | ωB97M-V/def2-TZVPD

Geometry as XYZ:
```
24
Properties=species:S:1:pos:R:3:lowdin_charge:R:1
O 0.06280 -1.55972 1.58500 0.01
C 1.62660 0.78564 -0.53628 -0.14
C 1.39932 -0.26720 -1.56569 -0.20
C 0.57713 0.99077 1.80533 -0.04
C 0.91964 -1.47507 -0.73118 -0.13
C 0.33060 0.72401 0.31587 -0.41
C -3.01577 -0.63156 -0.53829 -0.03
C 0.10351 -0.87717 0.39770 -0.26
C -1.82663 -0.10834 -0.39897 -0.08
C -1.05619 1.13777 -0.19279 -0.15
H 0.62939 0.02636 -2.22558 0.09
H -0.98972 1.83973 -0.97257 0.10
H 0.42122 -2.14629 -1.48672 0.13
H -0.60771 -1.14712 2.17620 0.13
H -1.54349 1.64795 0.65758 0.12
H 1.16205 1.90061 1.95527 0.09
H -0.29670 1.02228 2.40270 0.08
H -3.34955 -1.67190 -0.73159 0.06
H 1.75614 -2.03371 -0.20425 0.14
H 1.21883 0.18505 1.98794 0.06
H -3.91680 -0.12382 -0.74787 0.02
H 1.73030 1.88637 -0.89442 0.15
H 2.26340 -0.64858 -2.21069 0.14
H 2.40163 0.54396 0.15328 0.11
```

Values from the calculation:
relative energy (zero: lowest compared OMol25 entry of this formula, charge and spin): 112.15 kcal/mol
spin multiplicity: 1
Kohn-Sham gap: 8.20 eV

---

# 7
C12H24F3LiN3NbO4S | ωB97M-V/def2-TZVPD

Geometry as XYZ:
```
49
Properties=species:S:1:pos:R:3:lowdin_charge:R:1
Nb 0.03603 -0.12861 0.25495 1.94
S -0.40004 -0.45524 2.99768 0.67
F -0.78244 1.29545 4.95049 0.16
F 1.20493 1.44708 4.02589 0.15
F 0.76671 -0.20526 5.41399 0.17
O -1.10373 0.49586 2.05878 -0.39
O 3.79491 -1.03413 1.37006 0.24
O -1.11860 -1.57961 3.50153 -0.17
O 0.84828 -0.76776 2.17859 -0.45
N -0.22542 1.46935 -0.98445 -0.31
N -0.43862 -1.37750 -1.30900 -0.27
N 2.04934 -0.27868 -0.08448 -0.07
C -1.71031 1.48093 -1.03324 -0.11
C 0.25234 0.58638 4.44428 -0.56
C -0.99604 -1.19191 -2.67175 -0.12
C 1.91760 2.66163 -0.96994 -0.06
C -0.32171 -2.82638 -0.97866 -0.66
C -0.09780 3.70575 0.07953 -0.01
C 0.40417 2.81059 -1.05784 -0.67
C -1.63189 -3.56358 -1.29202 -0.02
C 0.05756 3.45437 -2.40676 -0.02
C 0.82790 -3.41410 -1.79415 -0.02
C -0.04239 -3.04742 0.49375 -0.06
C 2.94766 -0.64440 0.65354 -0.39
Li 0.72625 0.28845 -2.36041 0.68
H -2.07637 -1.39370 -2.66254 0.12
H 0.62465 -3.36804 -2.86836 0.09
H 0.02310 3.21321 1.05516 0.09
H 0.59511 4.40927 -2.50100 0.12
H -0.86146 -2.70651 1.14384 0.09
H 0.36368 2.82890 -3.26127 0.09
H -2.12236 2.39110 -0.58605 0.10
H -2.48828 -3.09242 -0.78700 0.11
H -2.04794 1.42168 -2.07574 0.10
H -1.01400 3.66847 -2.50305 0.10
H 0.03070 -4.13149 0.65303 0.13
H 2.32959 2.05351 -1.79454 0.08
H -0.89991 -0.17817 -3.11331 0.06
H -1.54354 -4.59545 -0.91615 0.11
H 0.92032 -2.62831 0.81044 0.07
H 2.37668 3.65942 -1.04057 0.12
H 2.22986 2.21112 -0.02160 0.07
H 0.48409 4.64237 0.08326 0.12
H 1.75788 -2.87151 -1.59148 0.09
H 0.96378 -4.46595 -1.51086 0.12
H -1.84308 -3.62696 -2.36845 0.10
H -0.53792 -1.89664 -3.37847 0.10
H -1.15531 3.96786 -0.05884 0.09
H -2.12836 0.61217 -0.48662 0.08
```

Values from the calculation:
relative energy (zero: lowest compared OMol25 entry of this formula, charge and spin): 10.39 kcal/mol
spin multiplicity: 1
Kohn-Sham gap: 7.61 eV
net charge: +2

---

# 8
C5H10O | ωB97M-V/def2-TZVPD

Geometry as XYZ:
```
16
Properties=species:S:1:pos:R:3:lowdin_charge:R:1
O -0.30988 0.73518 0.83812 -0.14
C -0.88271 -1.95597 -0.03672 -0.13
C 0.56006 -1.35397 0.23111 -0.20
C -0.29646 2.17642 0.80312 -0.08
C 0.48206 0.11232 -0.09854 -0.39
C 0.90901 0.75221 -1.25263 0.06
H 0.76189 -1.51703 1.28192 0.10
H -1.01024 -3.01225 0.54128 0.09
H 0.71146 1.79330 -1.29533 0.01
H -1.83032 -1.32058 0.32443 0.10
H 1.27640 -1.90705 -0.32736 0.09
H -0.72873 2.42428 -0.22001 0.10
H -0.85946 2.48904 1.71019 0.10
H 1.49530 0.16376 -2.02686 0.08
H 0.68502 2.62239 0.78328 0.08
H -0.96339 -2.20204 -1.25601 0.12
```

Values from the calculation:
relative energy (zero: lowest compared OMol25 entry of this formula, charge and spin): 51.96 kcal/mol
spin multiplicity: 1
Kohn-Sham gap: 9.75 eV
SMILES string: C=C(CC)OC

---

# 9
C5H11BO4S | ωB97M-V/def2-TZVPD

Geometry as XYZ:
```
22
Properties=species:S:1:pos:R:3:lowdin_charge:R:1
S 0.79113 -1.47915 1.93511 0.97
O -0.43270 -0.50473 1.38356 -0.32
O -1.88217 1.44855 -1.45508 0.12
O 2.13247 -0.92369 1.19708 -0.33
O 0.49251 -2.74606 1.33738 -0.39
C 0.77371 0.91985 -0.23370 -0.14
C 2.01674 0.28288 -0.85935 -0.15
C -0.37540 -0.05322 0.01596 -0.27
C 2.22837 -1.07992 -0.22686 -0.24
C -2.93427 0.64234 0.72610 0.01
B -1.74657 0.70318 -0.29197 -0.42
H 1.53819 -1.82218 -0.60693 0.10
H -2.72996 1.29065 1.57402 0.08
H -0.36204 -0.89273 -0.67898 0.15
H 0.45970 1.77127 -0.82611 0.11
H 2.86541 0.88201 -0.55158 0.11
H 3.22466 -1.43455 -0.45860 0.12
H 1.06570 1.30504 0.73459 0.12
H -3.02596 -0.35766 1.13448 0.07
H -2.18937 0.89471 -2.19155 0.12
H 1.96454 0.20957 -1.93849 0.12
H -3.87469 0.94384 0.28091 0.06
```

Values from the calculation:
spin multiplicity: 1
Kohn-Sham gap: 10.19 eV

---

# 10
C6H12O | ωB97M-V/def2-TZVPD

Geometry as XYZ:
```
19
Properties=species:S:1:pos:R:3:lowdin_charge:R:1
O 1.29966 0.82334 2.03027 0.01
C -0.63377 0.64829 0.58053 -0.21
C 1.55479 -0.79904 0.17432 -0.01
C -1.39609 -0.71551 -1.39363 -0.11
C 0.84659 0.42691 0.76293 -0.51
C 0.36646 1.45835 -0.21800 -0.04
C -1.52675 -0.48080 0.10037 -0.23
H -2.57431 -0.25267 0.33150 0.11
H 0.45579 2.50119 0.06782 0.11
H 0.90988 -1.68145 0.11272 0.07
H -1.57731 0.26049 -1.85886 0.08
H -1.27898 -1.36702 0.70028 0.11
H -1.09987 1.26203 1.34941 0.14
H 2.41554 -1.08198 0.79140 0.08
H -2.10568 -1.45673 -1.77452 0.07
H 2.26253 0.84611 2.02308 0.09
H -0.38664 -1.03821 -1.67149 0.06
H 1.93789 -0.60228 -0.83514 0.08
H 0.53028 1.24897 -1.27299 0.10
```

Values from the calculation:
relative energy (zero: lowest compared OMol25 entry of this formula, charge and spin): 30.82 kcal/mol
spin multiplicity: 1
Kohn-Sham gap: 10.22 eV
SMILES string: CC[C@@H]1C[C@@]1(C)O

---

# 11
CHF4N | ωB97M-V/def2-TZVPD

Geometry as XYZ:
```
7
Properties=species:S:1:pos:R:3:lowdin_charge:R:1
F -1.42105 -0.76225 -1.01597 0.18
F -0.34320 1.12458 -1.10537 0.21
F -1.32574 0.67455 0.67875 0.21
F 1.92983 0.37677 0.28754 -0.17
N 1.13189 -0.75462 0.27457 0.07
C -0.77174 0.17922 -0.36304 -0.54
H 0.80003 -0.83826 1.24353 0.04
```

Values from the calculation:
relative energy (zero: lowest compared OMol25 entry of this formula, charge and spin): 57.89 kcal/mol
spin multiplicity: 1
Kohn-Sham gap (alpha / beta): 9.90 / 9.90 eV

---

# 12
C3H10S | ωB97M-V/def2-TZVPD

Geometry as XYZ:
```
14
Properties=species:S:1:pos:R:3:lowdin_charge:R:1
S 2.70713 -2.88428 1.37243 0.48
C -0.08181 -0.07017 -0.66479 -0.15
C -1.28343 0.88419 -1.03083 -0.27
C -1.03772 1.97906 0.03715 -0.17
H 0.06248 2.37049 0.14607 0.11
H 3.60303 -3.72882 1.93148 -0.21
H 1.70139 -3.57185 1.78819 -0.27
H 0.11367 -0.92804 -1.28067 0.04
H -0.34087 -0.69557 0.22382 0.07
H -2.24942 0.43832 -1.11688 0.09
H 0.85946 0.45636 -0.51905 0.06
H -1.77952 2.76537 0.01688 0.05
H -1.27551 1.52145 1.01876 0.07
H -0.99889 1.46349 -1.92257 0.09
```

Values from the calculation:
relative energy (zero: lowest compared OMol25 entry of this formula, charge and spin): 21.30 kcal/mol
spin multiplicity: 1
Kohn-Sham gap: 10.71 eV
SMILES string: CCC.S